No. 1
{
  "formula": "C6H14N3OS",
  "method": "ωB97M-V/def2-TZVPD",
  "symbols": ["C", "C", "C", "C", "C", "C", "N", "N", "N", "O", "S", "H", "H", "H", "H", "H", "H", "H", "H", "H", "H", "H", "H", "H", "H"],
  "positions_angstrom": [[-2.566, -0.410, 0.016], [1.726, 1.781, 0.549], [1.109, 1.351, -0.803], [1.075, 0.467, 0.444], [3.217, -1.188, -0.809], [-0.489, 0.226, 1.225], [-3.315, -1.431, -0.476], [-3.006, 0.854, 0.231], [-1.317, -0.663, 0.406], [0.919, -2.073, 0.177], [1.967, -1.177, 0.647], [2.862, 1.886, 0.446], [1.151, 2.506, 1.280], [0.057, 1.791, -1.143], [1.653, 1.154, -1.639], [3.390, -2.285, -0.850], [4.012, -0.483, -0.468], [2.759, -0.803, -1.676], [-0.987, 1.293, 1.380], [-0.276, -0.177, 2.284], [-4.172, -1.272, -0.849], [-3.016, -2.409, -0.573], [-3.903, 1.218, -0.257], [-2.168, 1.435, 0.174], [-0.683, -1.590, 0.285]],
  "nbo_charge": [0.68, -0.44, -0.41, -0.24, -0.76, -0.22, -0.75, -0.78, -0.62, -1.02, 1.28, 0.25, 0.24, 0.20, 0.23, 0.26, 0.24, 0.22, 0.21, 0.25, 0.41, 0.44, 0.44, 0.41, 0.50],
  "homo_lumo_gap_ev": 9.81,
  "charge": 1,
  "e_above_lowest_ev": 2.843,
  "lumo_ev": -2.740,
  "e_homo_ev": -12.5510
}


No. 2
{
  "formula": "C36H34Cl3GeO5S4Zr",
  "method": "ωB97M-V/def2-TZVPD",
  "symbols": ["Zr", "C", "C", "C", "C", "C", "C", "C", "C", "C", "C", "H", "H", "H", "H", "H", "H", "H", "H", "H", "H", "H", "H", "H", "H", "H", "O", "C", "S", "C", "C", "S", "S", "S", "O", "C", "O", "C", "C", "Ge", "C", "C", "C", "C", "C", "C", "C", "C", "C", "C", "C", "C", "C", "C", "C", "C", "C", "C", "H", "H", "H", "H", "H", "H", "H", "H", "H", "H", "H", "H", "H", "H", "H", "H", "H", "H", "H", "Cl", "C", "Cl", "Cl", "C", "O", "O"],
  "positions_angstrom": [[1.734, 0.689, 2.104], [-0.344, 0.320, 3.528], [0.261, -0.948, 3.356], [1.507, -0.933, 4.036], [1.685, 0.356, 4.600], [0.538, 1.130, 4.284], [0.212, 2.501, 4.795], [2.822, 0.801, 5.473], [2.371, -2.135, 4.262], [-0.318, -2.142, 2.658], [-1.739, 0.712, 3.148], [-0.420, 2.433, 5.687], [-0.321, 3.079, 4.040], [1.117, 3.045, 5.058], [2.554, 0.721, 6.530], [3.087, 1.838, 5.268], [3.710, 0.195, 5.295], [1.892, -2.813, 4.973], [3.340, -1.853, 4.669], [2.536, -2.696, 3.340], [-0.814, -2.809, 3.369], [0.468, -2.705, 2.154], [-1.046, -1.845, 1.903], [-2.262, 1.111, 4.020], [-2.293, -0.154, 2.790], [-1.752, 1.486, 2.376], [3.737, 6.648, -1.111], [3.548, 5.603, -0.535], [3.343, 5.452, 1.210], [3.135, 3.701, 1.274], [3.187, 3.053, 0.095], [3.055, 1.329, -0.109], [3.434, 4.039, -1.345], [2.885, 2.965, 2.822], [0.485, 2.134, 1.267], [0.275, 1.344, 0.289], [0.292, 0.100, 0.524], [-0.019, 1.874, -1.093], [0.249, 0.820, -2.174], [-1.245, -0.413, -2.578], [-2.762, -0.812, -1.379], [-3.855, -1.418, -2.002], [-5.019, -1.686, -1.301], [-5.114, -1.333, 0.040], [-4.038, -0.726, 0.668], [-2.866, -0.473, -0.034], [-0.577, -2.127, -3.282], [-1.062, -3.348, -2.820], [-0.581, -4.545, -3.333], [0.398, -4.536, -4.317], [0.898, -3.327, -4.780], [0.415, -2.134, -4.262], [-2.189, 0.541, -4.047], [-2.128, 0.169, -5.388], [-2.737, 0.937, -6.373], [-3.417, 2.096, -6.031], [-3.498, 2.477, -4.698], [-2.893, 1.701, -3.720], [0.604, 2.756, -1.236], [-1.059, 2.217, -1.096], [1.125, 0.244, -1.891], [0.466, 1.313, -3.123], [-3.791, -1.672, -3.056], [-5.856, -2.160, -1.799], [-6.026, -1.531, 0.589], [-4.114, -0.444, 1.712], [-2.020, -0.022, 0.467], [-1.823, -3.363, -2.048], [-0.965, -5.487, -2.961], [0.775, -5.469, -4.716], [1.670, -3.317, -5.540], [0.820, -1.193, -4.621], [-1.597, -0.736, -5.663], [-2.677, 0.633, -7.411], [-3.884, 2.701, -6.798], [-4.029, 3.379, -4.421], [-2.983, 1.995, -2.679], [4.613, -3.031, 0.436], [4.984, -1.629, 1.436], [5.726, -2.172, 2.950], [6.113, -0.564, 0.593], [3.689, -0.842, 1.789], [3.785, 0.116, 2.581], [2.589, -1.209, 1.317]],
  "lowdin_charge": [1.56, -0.29, -0.28, -0.29, -0.31, -0.32, -0.06, -0.04, -0.03, -0.02, -0.02, 0.08, 0.08, 0.05, 0.09, 0.04, 0.07, 0.09, 0.05, 0.07, 0.09, 0.08, 0.06, 0.09, 0.05, 0.08, -0.10, -1.05, 0.94, -1.12, -1.09, 0.66, 0.94, 0.61, -0.18, -0.72, -0.12, -0.16, -0.25, 1.06, -0.26, -0.12, -0.09, -0.10, -0.08, -0.09, -0.26, -0.10, -0.09, -0.10, -0.09, -0.12, -0.27, -0.10, -0.10, -0.11, -0.09, -0.11, 0.10, 0.12, 0.04, 0.08, 0.10, 0.10, 0.10, 0.09, 0.07, 0.09, 0.10, 0.10, 0.10, 0.10, 0.09, 0.10, 0.10, 0.10, 0.10, 0.62, -1.50, 0.62, 0.62, -0.90, -0.19, -0.14],
  "homo_lumo_gap_ev": 6.29,
  "charge": -1,
  "e_above_lowest_ev": 1.079,
  "lumo_ev": 2.297,
  "e_homo_ev": -3.9958
}


No. 3
{
  "formula": "CH3IOS2",
  "method": "ωB97M-V/def2-TZVPD",
  "symbols": ["C", "O", "S", "S", "I", "H", "H", "H"],
  "positions_angstrom": [[0.660, -1.250, 0.235], [-2.727, 1.164, 0.226], [1.379, -0.255, -1.097], [-2.287, 2.317, -0.563], [1.394, 2.059, -0.430], [-0.406, -1.347, 0.173], [0.747, -0.492, 1.108], [1.240, -2.195, 0.349]],
  "nbo_charge": [-0.76, -0.71, 0.02, 0.69, 0.05, 0.23, 0.24, 0.24],
  "homo_lumo_gap_ev": [7.31, 7.23],
  "e_above_lowest_ev": 1.826,
  "lumo_ev": [-1.379, -1.406],
  "smiles": "CSI.O=S",
  "e_homo_ev": [-8.6847, -8.6311]
}


No. 4
{
  "formula": "C5H6ClN2",
  "method": "ωB97M-V/def2-TZVPD",
  "symbols": ["C", "C", "C", "C", "C", "N", "N", "Cl", "H", "H", "H", "H", "H", "H"],
  "positions_angstrom": [[-0.312, 1.309, -0.739], [-1.778, 0.278, 0.725], [0.671, 0.321, -0.726], [1.730, 0.047, -1.496], [0.350, -0.813, 1.014], [-1.398, 1.305, -0.013], [-1.045, -0.707, 1.183], [2.708, -1.302, -1.337], [-0.249, 2.128, -1.450], [-2.842, 0.238, 0.936], [2.010, 0.725, -2.299], [0.708, -1.816, 0.836], [0.954, -0.237, 1.702], [-1.509, -1.478, 1.663]],
  "nbo_charge": [0.20, 0.41, -0.11, -0.12, -0.19, -0.48, -0.50, 0.16, 0.23, 0.23, 0.25, 0.24, 0.24, 0.44],
  "homo_lumo_gap_ev": 8.26,
  "charge": 1,
  "e_above_lowest_ev": 1.061,
  "lumo_ev": -5.973,
  "e_homo_ev": -14.2311
}